Record 1
Computed, not measured: C4H5NO in the gas phase, with ωB97M-V with the def2-TZVPD basis set.

Properties
- SMILES = Cc1cnco1
- energy above the lowest of the compared OMol25 structures with the same formula, charge and spin (kcal/mol) = 70.19
- gap between HOMO and LUMO (eV) = 10.12
- total charge = 0
- lowest unoccupied orbital energy (eV) = 0.9
- spin multiplicity = 1

Atoms and positions in Å:
C (-1.2980, 1.2682, -0.3556)
C (-0.2765, 0.0288, -0.1653)
C (0.1952, -1.2082, -0.6518)
N (1.1641, -1.6614, 0.3467)
C (1.5416, -0.7294, 1.0750)
O (0.6767, 0.2854, 0.9135)
H (-1.4256, 1.2386, -1.4815)
H (-2.1817, 0.7587, 0.1236)
H (-0.7015, 2.2027, 0.1540)
H (-0.0051, -1.8909, -1.6565)
H (2.3108, -0.2925, 1.6977)

***

Record 2
Computed, not measured: a molecular structure, CO4S2, with ωB97M-V with the def2-TZVPD basis set.

Properties
- energy above the lowest of the compared OMol25 structures with the same formula, charge and spin (kcal/mol) = 177.16
- gap between HOMO and LUMO (alpha / beta) (eV) = 7.50 / 7.40
- total charge = 0
- lowest unoccupied orbital energy (alpha / beta) (eV) = -1.9 / -2.1
- spin multiplicity = 1

Atoms and positions in Å:
C (0.5759, 1.6607, -0.0974)
O (-2.2245, 0.9819, 0.7429)
O (-0.3924, 0.8985, -1.0839)
O (1.3792, -2.6504, -0.6560)
O (0.0637, -1.0666, 0.6501)
S (-0.8180, 0.9984, 0.4575)
S (1.1321, -1.2616, -0.3380)

***

Record 3
Computed, not measured: 2 unconnected molecules or ions with the total composition C18H20NO4S2, with ωB97M-V with the def2-TZVPD basis set.

Properties
- energy above the lowest of the compared OMol25 structures with the same formula, charge and spin (kcal/mol) = 5.59
- gap between HOMO and LUMO (eV) = 4.75
- total charge = -1
- lowest unoccupied orbital energy (eV) = 2.0
- spin multiplicity = 1

Atoms and positions in Å:
C (2.4740, -4.8116, 0.8168)
C (3.7302, -4.5318, -0.0433)
C (3.9223, -3.0026, -0.0444)
N (2.9378, -2.4358, 0.9129)
C (2.8574, -1.1039, 1.2370)
S (4.1729, -0.1064, 0.9938)
S (1.4416, -0.4740, 1.8553)
C (1.8702, -3.4359, 1.1560)
H (1.7539, -5.4539, 0.2964)
H (2.7441, -5.3516, 1.7315)
H (4.6123, -5.0422, 0.3607)
H (3.6125, -4.9168, -1.0629)
H (4.9354, -2.6943, 0.2312)
H (3.7070, -2.5676, -1.0261)
H (1.0201, -3.1876, 0.5135)
H (1.5281, -3.3683, 2.1940)
C (-2.0639, 0.4601, -3.2837)
C (-0.9665, -0.1531, -2.4107)
C (-0.5716, -1.5343, -2.9395)
O (0.2144, 0.6848, -2.5033)
C (0.1944, 1.8298, -1.7515)
O (0.9565, 2.7633, -1.9375)
C (-0.7906, 1.9460, -0.6669)
C (-0.8679, 3.1274, -0.0234)
C (-1.7443, 3.4708, 1.0980)
C (-3.1265, 3.2958, 1.0191)
C (-3.9313, 3.5869, 2.0966)
C (-3.3809, 4.0770, 3.2638)
C (-2.0191, 4.2903, 3.3428)
C (-1.2054, 3.9956, 2.2725)
C (-1.5281, 0.7416, -0.2513)
O (-2.1333, 0.7386, 0.8036)
O (-1.4968, -0.3542, -1.0741)
H (-2.3150, 1.4511, -2.9123)
H (-1.7246, 0.5577, -4.3139)
H (-2.9612, -0.1556, -3.2552)
H (0.2121, -1.9449, -2.3081)
H (-1.4200, -2.2130, -2.9177)
H (-0.1920, -1.4696, -3.9560)
H (-0.1763, 3.8823, -0.3635)
H (-3.5466, 2.8950, 0.1105)
H (-4.9936, 3.4174, 2.0326)
H (-4.0130, 4.2836, 4.1140)
H (-1.5899, 4.6740, 4.2537)
H (-0.1392, 4.1401, 2.3388)

***

Record 4
Computed, not measured: a molecular structure, C11H7Br2F6N2O3PPbS2, with ωB97M-V with the def2-TZVPD basis set.

Properties
- gap between HOMO and LUMO (eV) = 3.98
- total charge = +2
- lowest unoccupied orbital energy (eV) = -11.3
- spin multiplicity = 1

Atoms and positions in Å:
C (0.4084, 4.4548, -1.5051)
C (0.3967, 2.7850, -1.5097)
Br (-1.5207, 2.2626, -1.8863)
C (0.9576, 2.1524, -0.0707)
Br (2.8908, 1.5965, -0.1409)
C (-0.0491, 1.0593, 0.6120)
C (-0.2995, -0.4534, 0.0455)
S (0.5032, -1.1510, -1.4737)
O (1.1980, -0.1672, -2.4275)
O (-0.6431, -1.8298, -2.3219)
C (1.7833, -2.5026, -1.0514)
F (1.7740, -2.8740, 0.3914)
F (3.1186, -1.8330, -1.2802)
C (1.7409, -3.7784, -2.0841)
F (2.0161, -3.2402, -3.4453)
F (0.4937, -4.5784, -2.0396)
F (2.8446, -4.7247, -1.6733)
C (-1.3283, -1.4319, 0.9299)
P (-1.7067, -3.2717, 0.4640)
O (-2.7208, -3.4073, -0.7593)
C (-2.0938, -0.9039, 2.3201)
F (-2.9818, -1.8632, 3.0790)
C (-1.8914, 0.6063, 2.9259)
N (-2.4734, 1.2539, 4.1650)
S (-1.7938, 2.8773, 4.1166)
N (-0.7555, 2.8531, 2.6708)
C (-0.8590, 1.4975, 2.0086)
H (1.4901, 4.8952, -1.3531)
H (-0.0137, 4.8019, -2.5662)
H (-0.3264, 4.8602, -0.6694)
H (1.1322, 2.4762, -2.3940)
H (0.9491, 3.0958, 0.6642)
H (-2.3825, -3.9126, 1.6005)
H (-0.4878, -4.0644, 0.2717)
Pb (0.6298, 2.4597, 4.3865)

***

Record 5
Computed, not measured: 2 unconnected molecules or ions with the total composition CN2O2S2, with ωB97M-V with the def2-TZVPD basis set.

Properties
- energy above the lowest of the compared OMol25 structures with the same formula, charge and spin (kcal/mol) = 21.06
- gap between HOMO and LUMO (alpha / beta) (eV) = 6.71 / 6.79
- total charge = 0
- lowest unoccupied orbital energy (alpha / beta) (eV) = -2.7 / -2.6
- spin multiplicity = 1

Atoms and positions in Å:
C (1.2285, 0.4028, -0.4036)
N (1.2060, 1.5589, -0.5950)
N (0.7992, -0.7168, 0.1130)
O (-3.0926, 0.0943, -0.6574)
O (-1.2004, -0.6578, 0.5207)
S (1.2173, -2.2183, 0.4045)
S (-2.0735, 0.4078, 0.2542)

***

Record 6
Computed, not measured: C6H13N in the gas phase, with ωB97M-V with the def2-TZVPD basis set.

Properties
- SMILES = C=CCCCCN
- energy above the lowest of the compared OMol25 structures with the same formula, charge and spin (kcal/mol) = 36.58
- gap between HOMO and LUMO (eV) = 10.31
- total charge = 0
- lowest unoccupied orbital energy (eV) = 1.1
- spin multiplicity = 1

Atoms and positions in Å:
C (1.6742, -2.2999, -1.3714)
C (2.1541, -1.3699, -0.5503)
C (1.4603, -0.0141, -0.4305)
C (0.1791, -0.0711, 0.4202)
C (-1.0780, 0.3449, -0.3322)
C (-1.7893, 1.6381, 0.3049)
N (-2.1447, 1.4730, 1.6988)
H (2.1517, -3.2697, -1.4802)
H (0.7779, -2.1282, -1.9572)
H (2.9578, -1.4563, 0.1709)
H (2.2509, 0.5537, 0.0989)
H (1.3607, 0.5185, -1.3713)
H (0.2793, 0.5105, 1.3401)
H (0.0062, -1.0036, 0.9897)
H (-0.9974, 0.4877, -1.4065)
H (-1.7520, -0.5258, -0.2648)
H (-1.0386, 2.3679, 0.0525)
H (-2.6605, 1.7967, -0.3236)
H (-2.4369, 0.5202, 1.8841)
H (-1.3004, 1.6763, 2.2127)

***

Record 7
Computed, not measured: 14 unconnected molecules or ions with the total composition C5H39N2O14, with ωB97M-V with the def2-TZVPD basis set.

Properties
- energy above the lowest of the compared OMol25 structures with the same formula, charge and spin (kcal/mol) = 38.97
- gap between HOMO and LUMO (eV) = 9.48
- total charge = -1
- lowest unoccupied orbital energy (eV) = 2.6
- spin multiplicity = 1

Atoms and positions in Å:
N (0.7833, 0.9503, -0.9582)
C (-0.0260, 0.0322, -0.1412)
C (-0.9337, -0.8818, -0.9757)
C (-0.2132, -2.0553, -1.6377)
O (0.5855, -1.6300, -2.7293)
C (-0.8281, 0.8829, 0.8869)
N (-0.3949, 0.5595, 2.2501)
C (-1.1798, 1.3824, 3.2217)
H (1.7735, 0.8208, -0.8408)
H (0.6062, 0.6885, -1.9326)
H (0.5095, -0.7547, 0.4290)
H (-1.4779, -0.3573, -1.7755)
H (-1.6104, -1.2877, -0.2288)
H (-0.9227, -2.7844, -2.0397)
H (0.3983, -2.6737, -0.9238)
H (-0.5923, 1.9554, 0.6945)
H (-1.9204, 0.9154, 0.7831)
H (-0.6144, -0.4066, 2.4857)
H (-2.2712, 1.3070, 3.2230)
H (-1.1543, 2.4461, 2.8589)
H (-0.7504, 1.2275, 4.1897)
H (1.3890, 2.7476, 2.1136)
H (2.6146, 2.5606, 1.2309)
O (2.0452, 3.2540, 1.6171)
H (0.2841, 3.0906, -0.8093)
H (0.9762, 3.7614, 0.4192)
O (0.4100, 3.9458, -0.3723)
H (-3.7814, -2.0148, 1.4022)
H (-2.5505, -2.9181, 1.1476)
O (-3.5235, -2.8627, 1.0296)
H (-0.7526, -3.4613, 2.4960)
H (0.0230, -2.7506, 1.3606)
O (-0.9199, -2.8366, 1.7793)
H (3.5606, -1.4337, -0.3611)
H (1.5162, -1.8547, -2.6261)
O (3.1292, -2.0228, -0.9935)
H (-0.5176, -0.5671, -4.1445)
H (-2.1102, -0.4130, -4.2073)
O (-1.2635, -0.0150, -4.4077)
H (1.5573, -0.2641, 2.6977)
H (2.1642, -1.5532, 2.0263)
O (2.3903, -0.7099, 2.4966)
H (-1.3655, 2.4753, -2.9897)
H (-2.3053, 3.2260, -2.0007)
O (-2.1583, 3.0163, -2.9303)
H (-4.8165, 0.8521, 0.8718)
H (-3.8711, 1.4088, 1.8628)
O (-4.5558, 0.7184, 1.7952)
H (3.6949, -3.6258, -1.4108)
H (2.6067, -4.7213, -1.9238)
O (3.3932, -4.5601, -1.3851)
H (2.9898, 0.3281, 0.9515)
H (4.2449, 0.9664, 0.1911)
O (3.5458, 1.1201, 0.8372)
H (-2.0438, 5.3710, -0.4334)
H (-1.3290, 3.9882, -0.3005)
O (-2.2012, 4.4287, -0.4090)
H (2.3080, -2.1820, -0.4063)
H (1.8970, -3.3989, 0.9821)
O (1.4459, -2.5500, 0.8799)

***

Record 8
Computed, not measured: C6H10O3 in the gas phase, with ωB97M-V with the def2-TZVPD basis set.

Properties
- SMILES = C1C[C@@H]2CO[C@H](C1)OO2
- energy above the lowest of the compared OMol25 structures with the same formula, charge and spin (kcal/mol) = 146.85
- gap between HOMO and LUMO (eV) = 10.58
- total charge = 0
- lowest unoccupied orbital energy (eV) = 0.8
- spin multiplicity = 1

Atoms and positions in Å:
C (-1.3365, -0.2043, 0.7920)
C (-0.7948, 1.1733, 0.4051)
C (0.6394, 1.1627, -0.0345)
C (1.1760, 0.4783, -1.2224)
O (1.4215, -0.9197, -0.8518)
C (0.7051, -1.3150, 0.2793)
C (-0.7200, -1.1750, -0.0418)
O (1.1088, -0.5276, 1.4951)
O (1.5780, 0.7530, 0.9282)
H (-2.3760, -0.1949, 0.5632)
H (-1.1703, -0.3531, 1.7353)
H (-0.9495, 1.8368, 1.2135)
H (-1.6199, 1.3443, -0.4816)
H (0.8614, 2.2404, -0.2217)
H (0.5055, 0.4193, -2.0596)
H (2.0377, 0.8327, -1.5907)
H (0.8858, -2.4389, 0.5205)
H (-0.7005, -0.7754, -1.2452)
H (-1.2517, -2.3368, -0.1829)